No. 1
Formula: C30H20F2N3O18
Source: the OMol25 dataset
Level of theory: ωB97M-V/def2-TZVPD

The geometry in ORCA input format:
```
! RIJCOSX wB97M-V def2-TZVPD def2/J DEFGRID3
* xyz 1 1
O -0.973 -2.218 -2.124
C -0.124 -2.884 -2.580
F 0.035 -4.156 -2.077
N 0.842 -2.503 -3.601
C 0.341 -1.514 -4.522
O 1.118 -0.868 -5.135
F -0.976 -1.321 -4.764
C 2.056 -2.013 -2.915
C 3.221 -2.898 -3.026
C 4.389 -2.357 -2.267
C 4.080 -1.097 -1.611
N 2.928 -0.394 -1.650
N 1.896 -0.849 -2.309
H 3.260 -3.863 -3.573
H 5.358 -2.897 -2.200
H 4.902 -0.649 -0.993
H 2.834 0.494 -1.143
C -0.212 -1.024 2.518
C -0.953 -0.247 3.318
C -1.675 0.951 2.790
O -2.352 1.620 3.545
C -1.528 1.270 1.368
C -0.786 0.495 0.575
C -0.087 -0.716 1.099
O 0.569 -1.407 0.328
O -0.634 0.770 -0.741
O -1.081 -0.509 4.629
H 0.312 -1.892 2.885
H -2.041 2.149 1.000
H -0.062 0.062 -1.091
H -1.663 0.193 4.981
C 4.107 -2.582 6.975
C 2.962 -2.648 6.288
C 2.898 -2.276 4.842
O 1.838 -2.368 4.246
C 4.122 -1.808 4.198
C 5.267 -1.739 4.885
C 5.338 -2.137 6.325
O 6.404 -2.075 6.905
O 6.406 -1.309 4.314
O 1.816 -3.052 6.866
H 4.167 -2.851 8.021
H 4.058 -1.525 3.156
H 7.084 -1.354 5.017
H 1.138 -3.013 6.164
C -6.837 -1.603 -3.114
C -6.114 -2.595 -3.645
C -4.625 -2.511 -3.740
O -4.001 -3.445 -4.213
C -3.975 -1.294 -3.259
C -4.696 -0.301 -2.732
C -6.183 -0.396 -2.611
O -6.799 0.524 -2.108
O -4.118 0.830 -2.284
O -6.693 -3.715 -4.116
H -7.915 -1.653 -3.038
H -2.900 -1.239 -3.350
H -4.851 1.384 -1.952
H -5.961 -4.272 -4.442
C -1.232 5.137 -1.948
C -0.317 5.983 -2.435
C 0.637 6.703 -1.536
O 1.466 7.449 -2.022
C 0.527 6.477 -0.095
C -0.390 5.634 0.390
C -1.325 4.895 -0.511
O -2.133 4.121 -0.027
O -0.512 5.412 1.713
O -0.213 6.225 -3.753
H -1.926 4.609 -2.588
H 1.211 7.016 0.545
H -1.240 4.768 1.805
H 0.519 6.866 -3.845
*
```

Output
calculated total energy = -78183.506 eV
gap between HOMO and LUMO = 5.2 eV
F_max = 4.5 eV/Å

Results of the Mulliken charge analysis, in e, for atoms 1 through 5: atom 1 (O): -0.26, atom 2 (C): 0.52, atom 3 (F): -0.27, atom 4 (N): 0.05, atom 5 (C): 0.55

No. 2
Formula: C30H20IN3O5P
Source: the OMol25 dataset
Level of theory: ωB97M-V/def2-TZVPD

The geometry in ORCA input format:
```
! RIJCOSX wB97M-V def2-TZVPD def2/J DEFGRID3
* xyz 1 1
O 5.655 -4.076 7.779
P 4.091 -4.547 7.081
I 2.463 -2.970 8.046
N 4.333 -4.264 5.314
C 4.939 -5.395 4.483
N 4.987 -4.725 3.126
N 4.495 -3.400 3.176
C 4.028 -2.988 4.555
H 6.286 -4.165 6.998
H 5.287 -6.472 4.830
H 4.467 -2.741 2.344
H 3.594 -1.988 4.980
C 0.960 -3.877 3.501
C 0.953 -2.485 3.592
C 0.377 -1.722 2.576
C -0.183 -2.352 1.458
C -0.155 -3.742 1.355
C 0.408 -4.507 2.385
C -0.699 -4.414 0.158
O -0.677 -5.636 0.069
C -1.260 -3.594 -0.934
C -1.727 -4.215 -2.100
C -2.272 -3.447 -3.131
C -2.361 -2.062 -2.998
C -1.892 -1.440 -1.840
C -1.332 -2.207 -0.810
C -0.806 -1.537 0.396
O -0.880 -0.319 0.512
H 1.400 -4.473 4.298
H 1.395 -1.994 4.456
H 0.371 -0.636 2.656
H 0.421 -5.594 2.318
H -1.664 -5.296 -2.210
H -2.628 -3.931 -4.038
H -2.792 -1.465 -3.798
H -1.961 -0.358 -1.745
C -1.953 2.280 -0.259
C -3.089 2.051 -1.036
C -3.328 2.831 -2.169
C -2.436 3.851 -2.519
C -1.313 4.095 -1.729
C -1.065 3.300 -0.602
C -0.392 5.201 -2.061
O 0.596 5.414 -1.369
C -0.682 6.050 -3.233
C 0.152 7.137 -3.526
C -0.108 7.938 -4.640
C -1.192 7.650 -5.469
C -2.028 6.571 -5.176
C -1.777 5.775 -4.050
C -2.688 4.658 -3.729
O -3.644 4.408 -4.454
H -1.762 1.666 0.619
H -3.787 1.264 -0.761
H -4.214 2.643 -2.773
H -0.184 3.477 0.012
H 1.003 7.367 -2.886
H 0.538 8.784 -4.863
H -1.391 8.269 -6.341
H -2.876 6.356 -5.825
*
```

Output
calculated total energy = -63522.219 eV
gap between HOMO and LUMO = 5.7 eV
F_max = 8.3 eV/Å

Results of the natural (NBO) charge analysis, in e, for atoms 1 through 5: atom 1 (O): -0.93, atom 2 (P): 1.08, atom 3 (I): -0.01, atom 4 (N): -0.71, atom 5 (C): 0.16

No. 3
Formula: C30H21Br2N5O3S2Zn
Source: the OMol25 dataset
Level of theory: ωB97M-V/def2-TZVPD

The geometry in ORCA input format:
```
! RIJCOSX wB97M-V def2-TZVPD def2/J DEFGRID3
* xyz 0 1
Zn -0.713 0.351 -0.547
O -1.335 -1.370 0.433
N -2.608 -1.744 0.468
C -2.888 -2.791 1.280
C -4.149 -3.295 1.400
C -5.173 -2.698 0.657
C -4.879 -1.635 -0.151
C -3.572 -1.110 -0.268
S -3.203 0.223 -1.269
H -2.026 -3.171 1.807
H -4.327 -4.131 2.060
H -6.187 -3.071 0.720
H -5.643 -1.145 -0.738
Br 1.134 4.971 -5.257
C 0.561 3.745 -3.946
C 0.125 4.201 -2.717
C -0.284 3.251 -1.798
N -0.276 1.947 -2.050
C 0.156 1.513 -3.236
C 0.583 2.392 -4.222
C 0.155 0.032 -3.435
C 0.604 -0.559 -4.606
C 0.583 -1.939 -4.686
Br 1.192 -2.788 -6.255
C 0.119 -2.693 -3.626
C -0.309 -2.012 -2.500
N -0.290 -0.690 -2.411
H 0.108 5.254 -2.475
H -0.631 3.545 -0.815
H 0.930 2.044 -5.182
H 0.971 0.022 -5.437
H 0.102 -3.772 -3.663
H -0.671 -2.537 -1.624
O 3.640 0.793 -0.082
S 2.525 -0.117 -0.162
O 2.247 -0.722 -1.440
N 1.156 0.527 0.360
C 1.156 1.257 1.548
C 2.219 1.441 2.412
C 2.094 2.194 3.594
C 0.919 2.789 3.948
C -0.198 2.636 3.097
C -1.452 3.220 3.381
C -2.503 3.036 2.533
C -2.308 2.254 1.381
N -1.156 1.704 1.082
C -0.087 1.874 1.914
C 2.862 -1.444 0.970
C 4.157 -1.653 1.417
C 4.416 -2.715 2.274
C 3.384 -3.549 2.675
C 2.087 -3.328 2.224
C 1.818 -2.273 1.367
H 3.184 1.023 2.173
H 2.964 2.300 4.230
H 0.828 3.375 4.853
H -1.560 3.812 4.282
H -3.475 3.468 2.728
H -3.118 2.057 0.687
H 4.942 -0.982 1.094
H 5.423 -2.887 2.630
H 3.587 -4.374 3.347
H 1.284 -3.978 2.546
H 0.808 -2.076 1.026
*
```

Output
calculated total energy = -255219.366 eV
energy relative to the best compared isomer or geometry (same formula, charge and spin) = 0.0 kJ/mol
gap between HOMO and LUMO = 7.2 eV
F_max = 0.4 eV/Å

Results of the natural (NBO) charge analysis, in e, for atoms 1 through 5: atom 1 (Zn): 1.67, atom 2 (O): -0.74, atom 3 (N): 0.00, atom 4 (C): 0.03, atom 5 (C): -0.28

No. 4
Formula: C30H21Cl4GeN2O2W
Source: the OMol25 dataset
Level of theory: ωB97M-V/def2-TZVPD

The geometry in ORCA input format:
```
! RIJCOSX wB97M-V def2-TZVPD def2/J DEFGRID3
* xyz -1 1
W -0.192 0.249 0.598
Cl 3.673 0.453 5.825
C 3.180 0.175 4.188
C 4.076 0.343 3.143
Cl 5.721 0.786 3.457
C 3.640 0.160 1.829
Cl 4.715 0.369 0.486
C 2.326 -0.178 1.542
O 1.826 -0.298 0.311
C 1.426 -0.427 2.617
O 0.188 -0.833 2.283
C 1.863 -0.207 3.913
Cl 0.713 -0.447 5.182
C -1.892 -0.059 0.066
Ge -2.716 -1.449 -0.946
C -2.241 -3.179 -0.149
C -3.141 -4.090 0.408
C -2.703 -5.266 1.011
C -1.348 -5.554 1.070
C -0.435 -4.660 0.527
C -0.879 -3.491 -0.075
C -1.957 -1.455 -2.764
C -1.954 -0.268 -3.502
C -1.396 -0.206 -4.771
C -0.821 -1.340 -5.334
C -0.815 -2.528 -4.619
C -1.380 -2.583 -3.347
C -4.645 -1.227 -1.206
C -5.587 -2.253 -1.320
C -6.935 -1.979 -1.531
C -7.370 -0.666 -1.642
C -6.450 0.369 -1.544
C -5.107 0.087 -1.325
H -4.200 -3.878 0.413
H -3.424 -5.951 1.441
H -1.003 -6.462 1.551
H 0.628 -4.862 0.582
H -0.145 -2.806 -0.486
H -2.380 0.633 -3.070
H -1.406 0.728 -5.322
H -0.374 -1.294 -6.320
H -0.368 -3.417 -5.049
H -1.360 -3.521 -2.803
H -5.273 -3.286 -1.278
H -7.644 -2.794 -1.613
H -8.420 -0.450 -1.805
H -6.779 1.398 -1.630
H -4.403 0.907 -1.217
N -1.539 3.002 1.388
C -0.633 3.286 0.437
C -0.306 4.613 0.068
C 0.573 4.837 -0.950
C 1.153 3.759 -1.632
C 0.818 2.501 -1.217
N -0.043 2.251 -0.208
H -1.743 3.709 2.073
H -1.587 1.995 1.638
H -0.767 5.431 0.606
H 0.821 5.854 -1.229
H 1.853 3.894 -2.442
H 1.243 1.619 -1.681
*
```

Output
calculated total energy = -146957.415 eV
gap between HOMO and LUMO (alpha / beta) = 5.8 / 5.8 eV
F_max = 1.1 eV/Å

Results of the natural (NBO) charge analysis, in e, for atoms 1 through 5: atom 1 (W): 1.01, atom 2 (Cl): 0.01, atom 3 (C): -0.10, atom 4 (C): -0.10, atom 5 (Cl): 0.01